Entry 1:
A gas-phase ion, C2 (charge +1), computed with wB97M-V/def2-TZVPD.

```
! wB97M-V def2-TZVPD RIJCOSX def2/J DEFGRID3
* xyz 1 2
C 0.0000 0.0000 0.8466
C 0.0000 0.0000 -0.8466
*
```

As for the energy above the lowest of the compared OMol25 structures with the same formula, charge and spin: 4.2 kcal per mole. Its HOMO-LUMO gap (spin up / spin down) is 0.26666 / 0.27103 Ha. The electronic energy is -2052.3434 eV. The LUMO energy (spin up / spin down) is -12.384 / -11.910 eV. The calculation puts the HOMO energy (spin up / spin down) at -19.640 / -19.286 eV. The strongest force on any atom comes out at 2.4 eV Å⁻¹. As for the expectation value of S²: 0.751.

Formally, the Löwdin partial charges of the atoms, in units of the elementary charge, are as follows:
1. C 0.500
2. C 0.500



Entry 2:
A molecular structure, C20AlB5O40, computed with wB97M-V/def2-TZVPD.

```
! wB97M-V def2-TZVPD RIJCOSX def2/J DEFGRID3
* xyz -2 1
Al -0.4884 -3.7851 -2.9058
O 7.5744 1.5725 3.9911
C 7.4423 1.1143 2.8762
O 6.5519 1.3505 1.9995
B 6.6586 0.4344 0.8485
O 7.8290 -0.4103 1.2040
C 8.2246 -0.1087 2.3904
O 9.1480 -0.7148 2.8901
O 6.8731 1.1509 -0.4584
C 5.9298 0.7790 -1.2966
O 5.8952 1.1141 -2.4507
C 4.9772 -0.2026 -0.5081
O 5.4232 -0.3752 0.6675
O 3.9219 -0.7065 -0.9624
O -5.2327 -2.2858 -4.1011
C -6.2002 -2.0713 -3.3489
O -7.2095 -1.2960 -3.5408
B -7.8712 -0.9561 -2.2727
O -7.3532 -1.9437 -1.2858
C -6.3507 -2.6081 -1.9009
O -5.4299 -3.3372 -1.4398
O -7.5287 0.4778 -1.8881
C -8.6050 1.2112 -1.7994
O -8.6049 2.3732 -1.4362
C -9.8115 0.3963 -2.3559
O -9.3799 -0.9135 -2.4201
O -10.9887 0.7582 -2.4771
O 0.7194 -3.9661 2.3082
C 1.7766 -4.2099 2.9192
O 2.1525 -3.8294 4.1074
B 3.5369 -4.1573 4.3135
O 4.0010 -4.8562 3.1209
C 3.0220 -4.8958 2.2444
O 2.9787 -5.3398 1.1292
O 3.7017 -5.0300 5.5114
C 4.4112 -4.3975 6.3990
O 4.6635 -4.7883 7.5685
C 4.8499 -3.0500 5.8100
O 4.3127 -2.9466 4.5820
O 5.4985 -2.1630 6.4558
O -4.3284 4.9999 -3.2305
C -3.8066 4.5189 -4.2850
O -2.6833 3.8245 -4.2954
B -2.3798 3.3854 -5.6445
O -3.5156 3.9036 -6.4438
C -4.3792 4.4641 -5.6463
O -5.5330 4.6816 -5.9513
O -2.2008 1.9062 -5.6944
C -0.8855 1.5136 -5.8065
O -0.3287 0.4266 -5.6229
C -0.1648 2.8303 -6.1626
O -1.0610 3.7893 -6.1416
O 1.0288 2.9428 -6.2613
O -2.8859 2.5679 1.2085
C -1.8941 1.9014 1.6368
O -1.2611 2.1335 2.8210
B -0.0214 1.3835 2.8128
O -0.1157 0.4201 1.6885
C -1.1674 0.7284 0.8927
O -1.5348 0.2652 -0.1739
O 1.1037 2.2438 2.7554
C 1.7232 2.2689 3.9593
O 2.6280 2.9441 4.3302
C 1.0676 1.1264 4.7693
O 0.1202 0.6354 4.0786
O 1.4563 0.8073 5.9185
*
```

As for the energy above the lowest of the compared OMol25 structures with the same formula, charge and spin: 239.4 kcal per mole. Its HOMO-LUMO gap is 0.04524 Ha. The electronic energy is -112636.2618 eV. The LUMO energy is -5.249 eV. The calculation puts the HOMO energy at -6.480 eV. The strongest force on any atom comes out at 6.5 eV Å⁻¹.

Formally, the Löwdin partial charges of the atoms, in units of the elementary charge, are as follows:
1. Al 0.985
2. O 0.188
3. C -0.389
4. O 0.281
5. B -0.765
6. O 0.256
7. C -0.383
8. O 0.174
9. O 0.237
10. C -0.363
11. O 0.175
12. C -0.345
13. O 0.275
14. O 0.129
15. O 0.089
16. C -0.388
17. O 0.243
18. B -0.775
19. O 0.220
20. C -0.304
21. O 0.070
22. O 0.221
23. C -0.384
24. O 0.156
25. C -0.291
26. O 0.179
27. O 0.115
28. O 0.124
29. C -0.320
30. O 0.278
31. B -0.910
32. O 0.265
33. C -0.367
34. O 0.154
35. O 0.248
36. C -0.350
37. O 0.107
38. C -0.269
39. O 0.248
40. O 0.122
41. O 0.135
42. C -0.302
43. O 0.263
44. B -0.854
45. O 0.254
46. C -0.404
47. O 0.170
48. O 0.205
49. C -0.287
50. O 0.119
51. C -0.384
52. O 0.239
53. O 0.171
54. O 0.160
55. C -0.229
56. O 0.247
57. B -0.938
58. O 0.242
59. C -0.298
60. O 0.180
61. O 0.283
62. C -0.304
63. O 0.239
64. C -0.325
65. O 0.295
66. O 0.184